{"formula": "C23H12Br2F3IN4O4SW", "method": "wB97M-V/def2-TZVPD", "orbital_gap_ev": 5.8, "lumo_energy_ev": -1.4, "e_above_lowest_kcal_mol": 0.0, "symbols": ["W", "I", "Br", "Br", "S", "F", "F", "F", "O", "O", "O", "O", "N", "N", "N", "N", "C", "C", "C", "C", "C", "C", "C", "C", "C", "C", "C", "C", "C", "C", "C", "C", "C", "C", "C", "C", "C", "C", "C", "H", "H", "H", "H", "H", "H", "H", "H", "H", "H", "H", "H"], "positions_angstrom": [[0.317, 0.818, 0.245], [0.888, 2.926, 1.964], [-4.735, -1.657, -3.671], [-5.202, -0.589, 4.056], [1.086, -1.590, -0.418], [4.237, -4.259, 1.501], [3.683, -3.286, -0.344], [2.245, -4.521, 0.698], [2.349, 0.906, 0.033], [4.134, 1.008, -1.327], [-2.495, 3.010, -1.805], [-1.243, 2.103, -0.176], [-1.367, 0.212, 1.556], [-1.211, -0.217, -1.030], [1.376, -0.492, 1.852], [0.750, 1.781, -1.557], [-1.457, 2.553, -1.391], [-2.428, -0.407, -0.492], [3.227, -2.216, 2.941], [2.787, -1.110, 3.660], [-3.670, -0.434, 1.679], [1.883, -0.259, 3.067], [-2.509, -0.189, 0.960], [2.759, -2.434, 1.664], [1.983, 1.713, -2.082], [-3.649, -0.267, 3.049], [-2.482, 0.140, 3.670], [3.234, -3.620, 0.870], [2.260, 2.206, -3.340], [-1.025, -0.501, -2.323], [1.237, 2.802, -4.069], [-3.503, -0.836, -1.258], [-0.019, 2.933, -3.489], [1.805, -1.551, 1.138], [2.959, 1.148, -1.099], [-3.300, -1.094, -2.599], [-0.218, 2.426, -2.222], [-2.037, -0.947, -3.146], [-1.375, 0.378, 2.884], [-4.482, -0.965, -0.826], [-1.840, -1.161, -4.185], [-2.431, 0.294, 4.737], [-4.574, -0.752, 1.186], [1.425, 3.187, -5.062], [-0.842, 3.434, -3.980], [-0.467, 0.754, 3.324], [3.954, -2.894, 3.367], [3.272, 2.125, -3.709], [3.161, -0.897, 4.650], [1.570, 0.656, 3.552], [-0.021, -0.370, -2.703]], "forces_ev_per_angstrom": [[0.1750, -1.0289, 0.4821], [0.0168, 0.2707, 0.0222], [0.0014, -0.0005, -0.0003], [0.0014, -0.0008, -0.0009], [-0.0761, 0.1627, -0.0021], [-0.0339, -0.0018, 0.0008], [0.0160, -0.0060, 0.0365], [0.0358, 0.0309, -0.0192], [0.3694, -0.0045, -0.0943], [0.0068, -0.0135, -0.0547], [0.0012, 0.0104, -0.0235], [-0.2053, 0.0056, -0.0999], [-0.1870, 0.0373, -0.0104], [-0.1984, -0.0137, 0.0341], [-0.0603, 0.1542, -0.1836], [0.0937, 0.2785, -0.3946], [0.0158, 0.0205, 0.0743], [0.0730, -0.0281, -0.0859], [0.0315, 0.0230, -0.0329], [-0.0333, 0.0329, -0.0201], [0.0615, 0.0116, -0.0196], [0.0168, -0.0268, 0.0427], [0.0533, -0.0012, 0.1026], [-0.0298, -0.0398, 0.1330], [-0.0868, 0.0073, 0.0405], [0.0282, 0.0114, 0.0178], [-0.0448, -0.0163, 0.0058], [-0.0400, -0.0103, -0.0306], [-0.0129, 0.0126, -0.0093], [0.0048, 0.0188, 0.0407], [0.0008, -0.0139, 0.0314], [0.0529, 0.0171, 0.0217], [0.0447, 0.0540, 0.0300], [-0.0718, -0.0201, -0.0758], [-0.0450, 0.0785, 0.1075], [0.0203, 0.0007, -0.0143], [0.0213, -0.0438, 0.0323], [-0.0280, -0.0093, -0.0063], [0.0341, 0.0090, -0.0400], [-0.0055, -0.0007, 0.0041], [0.0008, 0.0012, -0.0025], [-0.0008, -0.0002, 0.0028], [-0.0078, -0.0003, -0.0006], [0.0013, 0.0028, -0.0049], [0.0007, 0.0081, -0.0022], [-0.0156, 0.0072, -0.0187], [0.0007, -0.0016, 0.0021], [0.0024, -0.0005, -0.0019], [0.0010, 0.0003, 0.0024], [-0.0010, 0.0051, -0.0149], [0.0003, 0.0101, -0.0037]]}